{
  "formula": "C3H4N4O",
  "method": "the ωB97M-V functional and the def2-TZVPD basis",
  "lumo_energy_ev": 0.99,
  "de_lowest_ev": 5.573,
  "mol_weight_g_mol": 112.092,
  "multiplicity": 1,
  "elements": ["C", "C", "C", "N", "N", "N", "N", "O", "H", "H", "H", "H"],
  "positions_angstrom": [[-1.985, 0.338, -0.861], [-1.772, 0.160, 1.139], [2.300, -0.611, 0.792], [-2.343, 0.927, 0.245], [-1.116, -0.900, 0.675], [1.391, 0.246, -1.225], [1.806, -0.154, -0.172], [-1.216, -0.739, -0.644], [-2.125, 0.613, -1.940], [-1.844, 0.247, 2.142], [2.415, -0.979, 1.692], [1.394, 1.206, -1.380]],
  "nbo_charge": [0.333, 0.121, -0.043, -0.480, -0.138, -0.569, 0.043, -0.245, 0.215, 0.193, 0.220, 0.351]
}


{
  "formula": "C3H12N3O",
  "method": "the ωB97M-V functional and the def2-TZVPD basis",
  "lumo_energy_ev": -3.26,
  "de_lowest_ev": 2.640,
  "mol_weight_g_mol": 106.149,
  "charge": 1,
  "multiplicity": 1,
  "elements": ["O", "C", "C", "N", "H", "H", "H", "H", "H", "H", "N", "C", "N", "H", "H", "H", "H", "H", "H"],
  "positions_angstrom": [[-1.603, 1.452, -3.127], [-1.914, 0.474, -2.457], [-0.862, -0.202, -1.498], [0.301, 0.714, -1.378], [-2.872, -0.042, -2.649], [-1.291, -0.211, -0.491], [-0.502, -1.182, -1.841], [0.874, 0.389, -0.427], [0.969, 0.791, -2.119], [-0.006, 1.686, -1.240], [-0.004, -0.771, 2.930], [0.654, 0.145, 1.931], [1.459, -0.319, 0.716], [-0.614, -1.488, 2.500], [0.657, -1.302, 3.520], [-0.179, 0.740, 1.539], [1.312, 0.806, 2.526], [2.443, -0.394, 0.983], [1.179, -1.285, 0.582]],
  "nbo_charge": [-0.480, 0.409, -0.331, -0.736, 0.168, 0.229, 0.254, 0.449, 0.432, 0.432, -0.819, -0.074, -0.850, 0.362, 0.377, 0.169, 0.216, 0.409, 0.383]
}


{
  "formula": "C2H8N",
  "method": "the ωB97M-V functional and the def2-TZVPD basis",
  "lumo_energy_ev": -3.96,
  "de_lowest_ev": 0.058,
  "mol_weight_g_mol": 46.093,
  "charge": 1,
  "multiplicity": 1,
  "elements": ["C", "C", "N", "H", "H", "H", "H", "H", "H", "H", "H"],
  "positions_angstrom": [[0.951, 0.845, -0.054], [0.278, -0.458, 0.321], [-1.153, -0.485, -0.182], [1.989, 0.857, 0.252], [0.939, 1.035, -1.122], [0.467, 1.694, 0.441], [0.785, -1.326, -0.112], [0.252, -0.585, 1.400], [-1.573, 0.439, -0.292], [-1.731, -1.057, 0.435], [-1.203, -0.959, -1.087]],
  "nbo_charge": [-0.645, -0.220, -0.672, 0.268, 0.230, 0.228, 0.235, 0.234, 0.448, 0.449, 0.446]
}


{
  "formula": "C6H6CeCl2CoO4",
  "method": "the ωB97M-V functional and the def2-TZVPD basis",
  "lumo_energy_ev": [-16.80, -19.74],
  "mol_weight_g_mol": 412.065,
  "charge": 4,
  "multiplicity": 6,
  "elements": ["Ce", "Co", "Cl", "Cl", "C", "C", "C", "O", "O", "O", "C", "C", "C", "O", "H", "H", "H", "H", "H", "H"],
  "positions_angstrom": [[0.585, 1.576, -3.491], [-0.378, -0.730, -0.323], [0.247, 3.831, -2.312], [2.998, 0.458, -3.128], [-0.594, -1.649, -1.812], [-1.909, 1.509, -3.946], [-0.501, -0.428, -4.726], [-0.706, -2.548, -2.565], [-3.043, 1.357, -4.179], [-1.132, -1.275, -5.222], [1.720, -0.032, 3.061], [0.339, -0.310, 2.610], [-0.773, -0.346, 3.586], [0.091, -0.389, 1.385], [1.749, 0.011, 4.147], [2.118, 0.909, 2.665], [2.379, -0.835, 2.733], [-1.509, 0.450, 3.415], [-1.304, -1.297, 3.502], [-0.377, -0.259, 4.598]],
  "lowdin_spin": [1.066, 2.329, 0.052, 0.902, 0.025, -0.003, 0.000, 0.017, 0.000, 0.002, 0.049, 0.077, 0.055, 0.419, 0.004, 0.000, 0.000, 0.000, 0.000, 0.006]
}


{
  "formula": "C6H12N2",
  "method": "the ωB97M-V functional and the def2-TZVPD basis",
  "lumo_energy_ev": 0.87,
  "de_lowest_ev": 1.806,
  "mol_weight_g_mol": 112.176,
  "multiplicity": 1,
  "elements": ["C", "C", "C", "C", "N", "N", "H", "H", "H", "H", "H", "H", "C", "C", "H", "H", "H", "H", "H", "H"],
  "positions_angstrom": [[1.934, 0.501, -1.507], [0.690, -2.268, 0.242], [0.999, -0.249, -0.691], [0.414, 0.006, 0.503], [1.156, -1.619, -0.836], [0.289, -1.252, 1.140], [0.552, -3.281, 0.498], [-0.486, -1.320, 1.793], [0.355, 0.976, 0.883], [2.923, 0.110, -1.290], [2.114, 1.626, -1.165], [1.885, 0.345, -2.612], [-2.180, 1.568, -0.259], [-2.434, 2.140, 1.221], [-1.178, 1.929, -0.636], [-2.321, 0.518, -0.285], [-2.960, 1.933, -0.962], [-1.553, 1.939, 1.815], [-3.385, 1.849, 1.452], [-2.609, 3.281, 1.333]],
  "nbo_charge": [-0.638, 0.167, 0.073, -0.098, -0.457, -0.544, 0.205, 0.404, 0.215, 0.230, 0.209, 0.234, -0.606, -0.618, 0.205, 0.206, 0.203, 0.202, 0.208, 0.201]
}


{
  "formula": "C5H10S2",
  "method": "the ωB97M-V functional and the def2-TZVPD basis",
  "lumo_energy_ev": 0.54,
  "de_lowest_ev": 2.219,
  "mol_weight_g_mol": 134.269,
  "multiplicity": 1,
  "elements": ["C", "C", "C", "C", "C", "S", "S", "H", "H", "H", "H", "H", "H", "H", "H", "H", "H"],
  "positions_angstrom": [[1.263, 1.530, 1.111], [1.128, 1.013, -0.099], [0.166, -1.097, -1.734], [-0.234, -1.190, 0.828], [-0.212, -0.407, -0.474], [-1.924, 1.450, 0.883], [-1.744, 0.326, -0.865], [1.947, 2.396, 1.204], [0.628, 1.267, 1.910], [1.533, 1.360, -1.018], [-0.491, -1.992, -1.965], [0.329, -0.366, -2.540], [1.216, -1.536, -1.648], [0.870, -1.485, 0.939], [-0.894, -2.007, 0.777], [-0.279, -0.541, 1.685], [-3.301, 1.276, 1.005]],
  "nbo_charge": [-0.452, -0.145, -0.678, -0.657, -0.161, -0.173, 0.155, 0.215, 0.205, 0.187, 0.230, 0.234, 0.227, 0.215, 0.218, 0.231, 0.149]
}


{
  "formula": "C26H34ClO2Sr",
  "method": "the ωB97M-V functional and the def2-TZVPD basis",
  "lumo_energy_ev": [0.54, 0.52],
  "de_lowest_ev": 1.628,
  "mol_weight_g_mol": 501.629,
  "charge": -1,
  "multiplicity": 1,
  "elements": ["O", "C", "C", "H", "H", "C", "H", "H", "C", "H", "H", "H", "C", "H", "H", "H", "Sr", "C", "C", "C", "H", "C", "C", "H", "H", "H", "H", "C", "C", "C", "H", "C", "C", "H", "H", "H", "H", "O", "C", "C", "H", "H", "C", "H", "H", "C", "H", "H", "H", "H", "Cl", "C", "C", "C", "C", "C", "C", "C", "H", "H", "H", "H", "H", "H"],
  "positions_angstrom": [[-2.246, 1.689, -2.789], [-3.330, 2.609, -2.990], [-3.494, 2.133, -4.439], [-2.936, 3.622, -2.937], [-4.186, 2.477, -2.334], [-2.129, 1.407, -4.212], [-3.454, 2.996, -5.093], [-4.320, 1.445, -4.609], [-0.981, 2.156, -4.872], [-1.154, 3.239, -4.860], [-0.823, 1.832, -5.907], [-0.046, 1.914, -4.357], [-1.981, -0.087, -4.400], [-2.836, -0.608, -3.954], [-1.057, -0.442, -3.933], [-1.945, -0.328, -5.463], [1.144, 3.476, 0.422], [-1.641, -0.336, 1.031], [-1.795, 0.344, 2.273], [-2.553, 1.519, 2.022], [-1.373, 0.025, 3.223], [-2.887, 1.556, 0.638], [-2.325, 0.401, 0.025], [-2.415, 0.108, -1.018], [-1.125, -1.277, 0.876], [-2.845, 2.234, 2.773], [-3.488, 2.305, 0.133], [1.561, -0.039, -0.197], [1.199, -0.249, -1.548], [1.773, 0.798, -2.339], [0.645, -1.127, -1.917], [2.526, 1.643, -1.473], [2.399, 1.109, -0.145], [2.890, 1.510, 0.759], [1.255, -0.654, 0.651], [1.719, 0.892, -3.432], [3.184, 2.468, -1.772], [0.186, 5.180, -0.501], [-0.175, 6.057, -1.646], [-0.198, 7.495, -1.110], [-1.142, 5.697, -1.995], [0.592, 5.855, -2.395], [0.185, 7.429, 0.373], [-1.188, 7.964, -1.245], [0.557, 8.065, -1.654], [0.319, 5.960, 0.743], [-0.592, 7.858, 0.995], [1.145, 7.901, 0.580], [-0.454, 5.617, 1.449], [1.342, 5.793, 1.132], [0.410, -2.575, 2.820], [1.695, -2.391, 3.908], [2.268, -3.504, 4.486], [3.372, -3.388, 5.334], [3.927, -2.128, 5.592], [3.392, -1.007, 4.985], [2.235, -1.075, 4.123], [1.783, 0.045, 3.461], [1.833, -4.476, 4.299], [3.759, -4.276, 5.827], [4.786, -2.030, 6.267], [3.881, -0.036, 5.124], [2.326, 0.970, 3.579], [0.940, 0.059, 2.806]],
  "nbo_charge": [-0.518, -0.051, -0.452, 0.138, 0.191, 0.267, 0.192, 0.209, -0.640, 0.189, 0.205, 0.237, -0.628, 0.220, 0.240, 0.196, 1.619, -0.324, -0.373, -0.385, 0.208, -0.411, -0.356, 0.200, 0.192, 0.175, 0.169, -0.269, -0.302, -0.326, 0.204, -0.511, -0.530, 0.179, 0.247, 0.187, 0.185, -0.680, -0.058, -0.439, 0.215, 0.206, -0.427, 0.231, 0.226, -0.133, 0.234, 0.224, 0.222, 0.154, -0.004, -0.119, -0.213, -0.349, -0.220, -0.255, -0.079, -0.629, 0.200, 0.186, 0.187, 0.182, 0.152, 0.210]
}